22
Properties=species:S:1:pos:R:3:lowdin_charge:R:1 method="wB97M-V/def2-TZVPD" e_tot_ev=-9975.645 e_above_lowest_ev=1.441 e_homo_ev=-9.62 fmax_ha_per_bohr=0.059 smiles=CC(C)CN.O.O total_charge=0
C 0.400 1.312 2.584 -0.30
C -0.814 0.853 1.719 -0.43
C -0.564 1.376 0.316 -0.08
C -1.076 -0.617 1.987 -0.09
N 1.647 0.596 2.219 0.01
H 0.158 1.371 3.657 0.10
H 0.531 2.391 2.423 0.10
H -1.546 1.414 2.308 0.12
H -0.315 2.427 0.434 0.07
H -1.444 1.282 -0.324 0.07
H 0.270 0.859 -0.156 0.08
H -1.202 -0.856 3.041 0.08
H -1.880 -0.934 1.314 0.07
H -0.286 -1.316 1.680 0.07
H 1.587 -0.187 2.877 0.06
H 2.465 1.036 2.642 0.06
H -1.883 -4.628 -5.590 0.03
H -0.468 -4.335 -5.178 0.03
O -1.171 -3.996 -5.738 -0.06
H 2.480 0.845 -4.517 0.02
H 1.089 0.621 -3.929 0.03
O 2.023 0.486 -3.771 -0.05